The ion C4H9N2O with charge +1 in a non-equilibrium geometry. Source: the OMol25 dataset; level of theory: the ωB97M-V functional and the def2-TZVPD basis.

Positions of all 16 atoms, in Å:
C -0.380 -0.551 -0.014
C 0.364 0.735 -0.364
C 1.876 0.398 -0.177
C -1.851 -0.175 0.659
N 1.773 -0.840 0.457
N 0.688 -1.347 0.631
O -0.576 -1.425 -1.129
H 0.101 0.908 -1.413
H 0.091 1.608 0.332
H 2.427 0.408 -1.159
H 2.497 1.173 0.319
H -2.233 -0.948 1.378
H -2.579 0.219 -0.117
H -1.714 0.689 1.351
H 2.673 -1.408 0.649
H -1.184 -2.210 -1.024

Properties
* energy above the lowest of the compared OMol25 structures with the same formula, charge and spin: 86.5 kcal/mol
* SMILES: C[C@@]1(O)CC[NH+]=N1
* total charge: +1

A cluster of 2 separate species, C4H9N2O in total in a non-equilibrium geometry. Source: the OMol25 dataset; level of theory: the ωB97M-V functional and the def2-TZVPD basis.

Positions of all 16 atoms, in Å:
C 1.748 -0.649 -0.546
C 0.390 -0.029 -0.516
C -0.508 -0.043 -1.623
N -1.633 0.629 -1.337
C -1.391 1.064 0.030
N -0.193 0.467 0.527
H 2.015 -0.821 0.500
H 1.792 -1.581 -1.087
H 2.527 0.024 -0.900
H -0.367 -0.328 -2.665
H -2.301 -0.162 -1.411
H -2.301 0.894 0.608
H 0.946 -1.241 3.467
H 0.632 -0.382 2.205
H -1.244 2.150 0.021
O 1.235 -1.033 2.569

Properties
* energy above the lowest of the compared OMol25 structures with the same formula, charge and spin: 75.9 kcal/mol
* total charge: +1

A cluster of 2 separate species, C4H9N2O in total in a non-equilibrium geometry. Source: the OMol25 dataset; level of theory: the ωB97M-V functional and the def2-TZVPD basis.

Positions of all 16 atoms, in Å:
C -1.929 0.149 0.060
C 1.954 0.306 -0.127
C 1.320 0.507 -1.138
C 2.991 -0.057 0.767
N -1.855 -1.034 -0.470
N -2.996 0.841 0.405
O -0.591 -1.572 -0.734
H -0.902 0.733 0.178
H 1.017 1.049 -1.985
H 0.201 -1.037 -1.088
H -2.603 -1.628 -0.705
H 3.909 0.568 0.615
H 3.325 -1.175 0.665
H 2.874 0.118 1.937
H -2.809 1.696 0.950
H -3.904 0.535 0.672

Properties
* energy above the lowest of the compared OMol25 structures with the same formula, charge and spin: 128.3 kcal/mol
* total charge: +1

no.,LUMO (eV)
1,-5.4987
2,-7.0815
3,-3.5436